# 1
{"formula": "C3H5ClO", "method": "ωB97M-V/def2-TZVPD", "species": ["C", "C", "C", "H", "H", "H", "H", "H", "O", "Cl"], "xyz": [[0.156, 0.595, -0.891], [-1.128, 0.219, -0.700], [-0.232, 0.103, 0.491], [0.055, 2.321, -1.733], [0.920, 0.032, -1.405], [-1.660, -0.541, -1.237], [-1.741, 1.113, -0.506], [-0.460, 0.726, 1.371], [0.523, 1.944, -0.953], [0.349, -1.453, 1.043]], "forces_ev_per_angstrom": [[6.09, 1.65, 0.70], [-5.77, -0.04, 0.81], [-0.13, -0.33, 0.30], [0.57, -0.16, 0.78], [-0.27, -0.78, -0.07], [0.07, -0.55, 0.06], [-0.18, -0.51, -0.33], [0.40, 0.00, -1.01], [-0.87, 1.01, -1.07], [0.09, -0.28, -0.17]], "largest_force_ha_per_bohr": 0.123, "charge": 0, "e_homo_ev": -9.63, "de_lowest_ev": 1.5796, "orbital_gap_ev": 10.5, "e_tot_ev": -17760.19812, "smiles": "O[C@@H]1C[C@H]1Cl"}


# 2
{"formula": "C6H13N5", "method": "ωB97M-V/def2-TZVPD", "species": ["C", "C", "C", "C", "C", "C", "N", "N", "N", "N", "N", "H", "H", "H", "H", "H", "H", "H", "H", "H", "H", "H", "H", "H"], "xyz": [[-0.526, -0.800, 3.988], [-1.059, -1.302, 2.870], [-2.154, 0.515, -0.115], [-1.451, 0.503, 1.149], [-0.474, 0.683, 4.366], [-2.301, -1.533, 0.691], [-1.659, -0.656, 1.744], [-2.637, -0.633, -0.372], [0.131, 1.282, 3.203], [4.298, -0.368, -8.789], [-0.005, 2.565, 3.197], [0.018, -1.495, 4.598], [-1.018, -2.353, 2.670], [-2.172, 1.414, -0.617], [-1.511, 1.089, 4.420], [0.387, 0.800, 5.102], [-1.511, -2.278, 0.176], [-3.233, -2.086, 0.756], [3.468, 0.028, -9.254], [3.957, -1.172, -8.151], [4.977, -0.828, -9.386], [0.261, 2.911, 2.289], [4.634, 0.472, -8.337], [-0.420, 3.240, 3.804]], "forces_ev_per_angstrom": [[-0.52, 0.29, -0.54], [0.24, 0.65, -0.10], [0.40, -1.79, 2.12], [1.28, 0.99, 3.22], [0.71, -1.82, -1.08], [1.12, -0.98, -2.53], [-0.70, -0.93, -1.88], [0.08, -0.12, -1.00], [-0.81, 3.86, 0.06], [-1.92, -1.48, 1.01], [1.53, -2.66, -2.36], [-0.16, -0.21, 0.37], [0.12, -0.46, 0.27], [-0.56, 1.40, -1.80], [0.91, 0.02, 1.16], [-1.74, 0.20, 0.04], [-1.49, 1.50, 1.55], [0.00, -0.32, 1.50], [0.20, -0.80, -0.67], [0.61, 1.96, -0.59], [0.22, 0.48, -0.69], [0.45, 0.59, -0.14], [0.92, -0.16, 0.87], [-0.91, -0.18, 1.22]], "largest_force_ha_per_bohr": 0.077, "charge": 2, "e_homo_ev": [-13.60, -13.60], "de_lowest_ev": 5.9063, "orbital_gap_ev": [6.7, 6.7], "e_tot_ev": -13861.74812}


# 3
{"formula": "C18H15BF4N4O4ScSe3Te", "method": "ωB97M-V/def2-TZVPD", "species": ["Sc", "Se", "Se", "Te", "Se", "O", "C", "O", "C", "C", "C", "C", "C", "C", "N", "C", "C", "C", "C", "C", "C", "N", "H", "H", "H", "H", "H", "H", "H", "H", "H", "H", "F", "B", "F", "F", "F", "C", "N", "C", "C", "C", "O", "N", "C", "O", "H", "H", "H", "H", "H"], "xyz": [[-0.208, -0.085, 0.436], [1.145, -1.633, 2.142], [0.270, -3.680, 1.379], [0.707, -3.566, -1.087], [-0.794, -1.680, -1.747], [-5.610, 5.480, -1.629], [-5.555, 4.181, -1.244], [-6.575, 3.594, -1.011], [-4.213, 3.533, -1.277], [-3.022, 4.242, -1.148], [-1.803, 3.587, -1.157], [-1.770, 2.206, -1.308], [-2.956, 1.482, -1.424], [-4.167, 2.144, -1.407], [-0.556, 1.494, -1.238], [0.431, 1.822, -1.959], [1.685, 1.083, -1.858], [2.749, 1.382, -2.691], [3.912, 0.637, -2.583], [3.963, -0.371, -1.641], [2.855, -0.598, -0.833], [1.734, 0.103, -0.942], [-4.741, 5.772, -1.930], [-3.026, 5.313, -0.974], [-0.877, 4.117, -0.971], [-2.911, 0.401, -1.509], [-5.098, 1.598, -1.484], [0.365, 2.635, -2.682], [2.659, 2.189, -3.406], [4.763, 0.847, -3.218], [4.848, -0.979, -1.510], [2.866, -1.357, -0.063], [1.117, 3.571, 0.202], [1.410, 2.899, 1.399], [2.767, 2.905, 1.648], [0.654, 3.371, 2.444], [1.035, 1.467, 1.175], [-3.816, 2.197, 2.570], [-3.663, 0.796, 2.205], [-4.650, -0.145, 2.386], [-4.490, -1.407, 1.978], [-3.250, -1.827, 1.301], [-3.103, -2.954, 0.875], [-2.283, -0.832, 1.170], [-2.503, 0.403, 1.599], [-1.589, 1.261, 1.407], [-4.775, 2.323, 3.068], [-3.784, 2.827, 1.680], [-3.009, 2.502, 3.232], [-5.547, 0.215, 2.873], [-5.262, -2.147, 2.120]], "forces_ev_per_angstrom": [[-0.01, -0.47, 0.03], [0.03, 0.04, -0.01], [-0.02, 0.04, 0.03], [0.01, -0.01, -0.03], [-0.03, 0.01, -0.07], [0.04, 0.11, 0.17], [-0.15, -0.17, -0.72], [0.03, 0.07, 0.30], [0.14, -0.07, 0.20], [-0.08, 0.08, 0.02], [0.17, -0.06, 0.00], [-0.24, 0.11, 0.02], [0.06, -0.03, -0.04], [-0.06, 0.03, 0.01], [-0.08, -0.11, 0.00], [-0.01, 0.13, -0.04], [0.21, -0.12, -0.02], [-0.12, 0.10, -0.05], [0.09, -0.11, 0.05], [0.00, 0.10, -0.10], [-0.01, -0.10, 0.10], [-0.04, 0.13, -0.04], [0.01, -0.02, 0.04], [-0.01, 0.00, 0.00], [-0.02, 0.01, 0.01], [0.00, 0.01, 0.00], [0.02, -0.01, 0.00], [0.01, 0.02, -0.02], [0.00, 0.00, 0.01], [-0.01, 0.01, 0.00], [0.00, 0.00, 0.00], [-0.03, 0.01, 0.02], [-0.04, -0.02, -0.05], [0.05, -0.09, -0.04], [-0.04, 0.01, 0.02], [0.02, 0.01, 0.00], [0.07, 0.25, 0.18], [0.03, -0.02, -0.01], [0.10, 0.08, -0.05], [-0.06, -0.02, 0.02], [0.01, 0.04, 0.02], [0.03, -0.04, -0.13], [0.00, 0.04, 0.05], [-0.01, 0.10, 0.06], [-0.14, -0.11, -0.01], [0.09, 0.08, 0.08], [-0.01, -0.02, 0.01], [-0.01, -0.01, 0.00], [0.00, 0.01, 0.00], [0.00, -0.01, -0.01], [-0.01, 0.00, 0.00]], "largest_force_ha_per_bohr": 0.015, "charge": -1, "e_homo_ev": -4.13, "de_lowest_ev": 0.0000, "orbital_gap_ev": 5.5, "e_tot_ev": -268655.33655}


# 4
{"formula": "C18H32N2O6", "method": "ωB97M-V/def2-TZVPD", "species": ["C", "C", "O", "C", "O", "C", "N", "C", "O", "C", "C", "C", "C", "N", "C", "O", "C", "O", "C", "O", "C", "C", "C", "C", "C", "C", "H", "H", "H", "H", "H", "H", "H", "H", "H", "H", "H", "H", "H", "H", "H", "H", "H", "H", "H", "H", "H", "H", "H", "H", "H", "H", "H", "H", "H", "H", "H", "H"], "xyz": [[-5.366, 4.632, 3.647], [-4.697, 5.621, 2.690], [-3.498, 5.037, 2.204], [-2.726, 5.711, 1.315], [-2.968, 6.841, 0.890], [-1.457, 4.965, 0.859], [-1.424, 3.553, 1.298], [-0.798, 2.567, 0.644], [-0.179, 2.772, -0.397], [-0.888, 1.147, 1.247], [0.477, 0.604, 1.762], [1.673, 0.524, 0.778], [1.383, 0.020, -0.656], [0.301, -0.965, -0.785], [0.385, -2.225, -0.267], [-0.622, -2.811, 0.142], [1.778, -2.934, -0.211], [1.730, -4.118, 0.601], [2.308, -3.239, -1.659], [3.732, -3.411, -1.705], [4.528, -2.238, -1.596], [1.638, -4.444, -2.398], [2.240, -5.824, -2.044], [1.652, -4.254, -3.930], [-1.006, -0.311, -0.962], [-1.687, 0.164, 0.342], [-6.294, 5.044, 4.045], [-5.608, 3.697, 3.140], [-4.716, 4.398, 4.491], [-5.367, 5.854, 1.860], [-4.478, 6.558, 3.207], [-1.407, 5.054, -0.229], [-0.594, 5.503, 1.251], [-1.922, 3.330, 2.147], [-1.507, 1.241, 2.141], [0.778, 1.177, 2.641], [0.295, -0.390, 2.176], [2.144, 1.505, 0.695], [2.438, -0.107, 1.232], [1.261, 0.824, -1.386], [2.304, -0.445, -1.006], [2.460, -2.255, 0.290], [1.784, -3.879, 1.528], [2.098, -2.363, -2.277], [5.578, -2.510, -1.707], [4.290, -1.520, -2.382], [4.420, -1.751, -0.628], [0.590, -4.472, -2.090], [3.289, -5.888, -2.333], [2.186, -6.033, -0.977], [1.710, -6.631, -2.551], [2.673, -4.205, -4.311], [1.149, -5.078, -4.438], [1.142, -3.337, -4.225], [-0.934, 0.464, -1.727], [-1.676, -1.048, -1.412], [-1.941, -0.720, 0.930], [-2.657, 0.600, 0.094]], "forces_ev_per_angstrom": [[0.34, 0.04, -0.26], [-0.94, 0.30, 0.48], [1.23, -0.25, -0.70], [-0.37, 1.79, -0.67], [0.24, -2.30, 1.06], [-0.59, -0.76, 0.49], [-0.68, 1.11, 0.49], [0.92, -0.98, -1.02], [-0.14, 0.01, 0.22], [-0.22, 0.21, 0.11], [-0.05, -0.09, -0.50], [-0.56, 0.45, -0.05], [1.03, -0.72, -0.16], [0.17, 1.46, -0.07], [-1.19, -0.94, 0.68], [1.04, 0.43, -0.64], [-0.19, -0.41, 0.10], [-0.03, 0.38, -1.09], [0.32, -0.17, -0.08], [0.02, -0.14, 0.25], [-0.41, -0.32, -0.08], [0.17, -0.37, 0.14], [0.13, 0.31, 0.26], [0.15, 0.23, 0.35], [-0.76, -0.89, 0.20], [0.66, 0.17, -0.21], [0.05, 0.12, -0.09], [0.02, 0.03, -0.05], [0.04, 0.04, -0.02], [0.17, -0.01, -0.08], [0.13, -0.02, -0.10], [-0.04, -0.28, 0.16], [-0.03, 0.13, 0.06], [0.00, 0.10, -0.12], [-0.06, -0.02, 0.20], [0.08, 0.24, -0.12], [-0.20, -0.16, -0.20], [-0.10, 0.08, -0.11], [-0.04, -0.19, 0.10], [-0.59, 0.03, 0.43], [0.15, -0.18, 0.01], [0.32, 0.35, -0.24], [-0.12, 0.16, 0.01], [-0.28, 0.28, 0.13], [-0.14, -0.25, -0.01], [-0.16, 0.12, -0.12], [-0.10, 0.10, 0.20], [-0.06, 0.17, 0.15], [0.00, 0.11, -0.06], [-0.02, 0.15, 0.03], [-0.13, 0.13, -0.15], [0.07, -0.02, 0.04], [0.01, -0.07, 0.13], [-0.03, 0.09, 0.03], [0.41, 0.19, 0.39], [0.02, -0.14, 0.18], [0.29, -0.04, 0.06], [0.04, 0.24, -0.16]], "largest_force_ha_per_bohr": 0.049, "charge": 0, "e_homo_ev": -9.17, "de_lowest_ev": 0.9823, "orbital_gap_ev": 9.6, "e_tot_ev": -34450.73402, "smiles": "CCOC(=O)CNC(=O)[C@@H]1CCCN(C(=O)[C@@H](O)[C@@H](OC)C(C)C)CC1"}


Look up the charge of the first one.
0